(1)
Here is a structure of composition C5H10NO2 from the Open Molecules 2025 dataset. Energies are from wB97M-V/def2-TZVPD.

Results
Charge: -1
Frontier orbital gap in eV: 6.98

Positions of all 18 atoms, in Å:
C1 0.9479 0.0970 -1.8810
N1 -0.3534 0.0770 -1.2432
C2 -0.3168 -0.4060 0.1591
C3 0.3938 0.8565 1.0047
C4 1.1604 -0.3051 1.3687
O1 2.3253 -0.5394 1.0274
C5 -1.8460 -0.3588 0.5713
O2 -2.3742 0.8416 0.3422
H1 1.3053 -0.9259 -1.9940
H2 1.7194 0.6353 -1.3239
H3 0.8682 0.4093 -2.9111
H4 -0.7737 0.9904 -1.1175
H5 -0.0793 -1.4610 0.0468
H6 0.7315 1.5748 0.2898
H7 -0.2995 1.1642 1.7628
H8 0.7625 -0.7984 2.2628
H9 -1.8539 -0.6702 1.6536
H10 -2.3174 -1.1812 -0.0186

=====

(2)
Here is a structure of composition C48H43N8O4PdSeTe from the Open Molecules 2025 dataset. Energies are from wB97M-V/def2-TZVPD.

Results
Charge: +1
Spin multiplicity: 3
Frontier orbital gap (spin up / spin down) in eV: 6.39 / 6.70
⟨S²⟩: 2.0102

Positions of all 106 atoms, in Å:
Pd1 -1.2506 -0.1256 -1.7688
C1 9.7953 -1.6818 6.3499
O1 8.3295 -1.6799 6.5736
C2 7.4882 -1.1552 5.6650
C3 6.1789 -0.9626 6.1423
C4 5.1867 -0.4785 5.3146
C5 5.3988 -0.4370 3.8922
C6 6.7360 -0.5725 3.4433
C7 7.7034 -1.0923 4.2896
C8 4.3082 -0.2627 2.9970
N1 2.9866 -0.2920 3.3413
C9 2.3297 -0.2002 2.1416
C10 3.2182 -0.0377 1.0683
N2 4.4666 -0.0268 1.6045
C11 2.7504 0.0318 -0.3076
C12 3.5867 0.0896 -1.4934
C13 3.0090 0.3106 -2.7065
C14 1.6046 0.1901 -2.7998
N3 0.8093 0.1398 -1.7249
C15 1.3677 0.1225 -0.4650
C16 0.4309 0.0318 0.6475
N4 -0.8738 0.1367 0.3523
C17 -1.7882 0.1826 1.3488
C18 -1.4381 0.0803 2.6843
C19 -0.0863 -0.0630 3.0085
C20 0.8939 -0.1260 1.9851
H1 10.2113 -1.9117 7.3372
H2 10.1667 -0.7523 5.9634
H3 9.9806 -2.5107 5.6865
H4 6.0285 -1.1528 7.2043
H5 4.2267 -0.1809 5.7484
H6 7.0635 -0.2501 2.4456
H7 8.6986 -1.3781 3.9325
H8 5.4243 0.0110 1.2369
H9 4.6709 0.0169 -1.3914
H10 3.5765 0.4566 -3.6393
H11 1.1551 0.1990 -3.7926
H12 -2.8057 0.4988 1.0409
H13 -2.2317 0.1149 3.4428
H14 0.2030 -0.1202 4.0594
Te1 -3.4099 -1.4879 -2.2988
C21 -5.1257 -0.3395 -1.9794
C22 -6.2522 -0.7238 -2.7468
C23 -7.3870 0.0485 -2.5682
C24 -7.4624 1.0323 -1.6183
C25 -6.3657 1.3900 -0.8551
C26 -5.1784 0.6993 -1.0418
C27 -3.7030 -1.2368 -4.3841
C28 -3.8089 -2.3782 -5.2067
C29 -4.0625 -2.2191 -6.5764
C30 -4.2404 -0.9780 -7.0868
C31 -4.0614 0.1685 -6.3094
C32 -3.8150 0.0555 -4.9407
H15 -6.1892 -1.5812 -3.3939
H16 -8.2414 -0.0735 -3.2491
H17 -8.3434 1.6342 -1.5351
H18 -6.4785 2.2463 -0.1924
H19 -4.2568 0.9740 -0.5271
H20 -3.6967 -3.3894 -4.8151
H21 -4.0981 -3.1232 -7.1969
H22 -4.4911 -0.8449 -8.1599
H23 -4.1389 1.1614 -6.7604
H24 -3.6182 0.9349 -4.3605
C33 -4.0950 4.9570 -2.4058
C34 -3.0108 5.2599 -1.4041
C35 -1.6984 4.4352 -1.4056
C36 -0.7199 5.0426 -0.3541
C37 0.3649 4.1093 0.2635
C38 -1.0111 4.6788 -2.7438
O2 -0.4467 5.6942 -3.0342
N5 -1.0819 3.5595 -3.6294
C39 -1.1017 2.2351 -3.1352
O3 -0.8307 1.3142 -3.9171
N6 -1.4960 2.0292 -1.8729
C40 -1.9080 2.9663 -1.0200
O4 -2.5353 2.7062 0.0070
H25 -4.8985 5.7067 -2.3667
H26 -4.5868 4.0113 -2.1837
H27 -3.7489 4.9419 -3.4152
H28 -3.3852 5.0849 -0.3536
H29 -2.7031 6.2902 -1.5457
H30 -1.3397 5.4027 0.4414
H31 -0.2730 5.9245 -0.7979
H32 0.0134 3.5662 1.1693
H33 1.2106 4.6980 0.6399
H34 0.7056 3.3014 -0.4238
H35 -0.6122 3.6080 -4.5562
C41 2.2940 -3.9793 -0.0157
N7 1.0328 -3.6919 0.6247
C42 -0.1105 -3.0725 0.1103
Se1 -0.2493 -2.7182 -1.7006
N8 -1.0940 -2.9886 1.0336
C43 -0.6167 -3.6520 2.2408
C44 -1.2191 -3.9565 3.4442
C45 -0.6193 -4.8944 4.2295
C46 0.6813 -5.4273 3.9529
C47 1.3167 -5.0967 2.7696
C48 0.6598 -4.1488 1.9332
H36 2.4419 -3.2944 -0.8576
H37 2.3541 -5.0185 -0.3824
H38 3.1320 -3.8124 0.7387
H39 -2.0036 -2.6009 0.8519
H40 -2.0556 -3.3606 3.8177
H41 -1.1535 -5.2490 5.0820
H42 1.1045 -6.0608 4.6723
H43 2.2077 -5.6325 2.4436

=====

(3)
Here is a structure of composition C31H30BIN6Pm from the Open Molecules 2025 dataset. Energies are from wB97M-V/def2-TZVPD.

Results
Charge: +1
Spin multiplicity: 5
Frontier orbital gap (spin up / spin down) in eV: 8.60 / 8.71
⟨S²⟩: 6.0101

Positions of all 70 atoms, in Å:
Pm1 -0.0452 0.1506 0.5203
C1 -5.0905 -2.4731 -0.6357
C2 -4.2168 -1.3319 -0.2465
C3 -4.5806 -0.0687 0.2028
C4 -3.3793 0.6110 0.3877
N1 -2.3584 -0.1960 0.0889
N2 -2.8743 -1.3880 -0.3045
B1 -1.9275 -2.5102 -0.8144
N3 -1.0516 -1.9644 -1.9649
N4 -0.1827 -0.9217 -1.7980
C5 0.3955 -0.7122 -2.9870
C6 -0.0968 -1.6231 -3.9247
C7 -1.0110 -2.3972 -3.2396
C8 -1.8411 -3.5227 -3.7531
C9 1.3982 0.3435 -3.2110
C10 1.9503 0.5328 -4.4765
C11 2.8949 1.5230 -4.6971
C12 3.3110 2.3493 -3.6642
C13 2.7714 2.1784 -2.3975
C14 1.8317 1.1845 -2.1919
N5 -1.0161 -3.0238 0.3339
N6 -0.0853 -2.1963 0.8680
C15 0.6249 -2.8972 1.7553
C16 0.1351 -4.1995 1.8181
C17 -0.9007 -4.2420 0.8918
C18 -1.7670 -5.3918 0.5118
C19 1.7208 -2.2114 2.4553
C20 1.9708 -2.4502 3.8042
C21 2.9646 -1.7464 4.4633
C22 3.7213 -0.7945 3.7914
C23 3.4908 -0.5549 2.4464
C24 2.5019 -1.2676 1.7814
C25 -3.0781 1.9806 0.8286
C26 -2.0166 2.6884 0.2593
C27 -1.6936 3.9630 0.7073
C28 -2.4374 4.5451 1.7211
C29 -3.5038 3.8528 2.2816
C30 -3.8240 2.5801 1.8409
H1 -6.1339 -2.2070 -0.4847
H2 -4.9515 -2.7343 -1.6845
H3 -4.8742 -3.3589 -0.0391
H4 -5.5813 0.3017 0.3363
H5 -2.5883 -3.4162 -1.2102
H6 0.1662 -1.7207 -4.9622
H7 -1.6293 -3.6761 -4.8087
H8 -1.6279 -4.4505 -3.2231
H9 -2.9048 -3.3127 -3.6453
H10 1.6449 -0.0955 -5.3009
H11 3.3097 1.6500 -5.6879
H12 4.0488 3.1184 -3.8454
H13 3.0794 2.8082 -1.5733
H14 1.4446 1.0969 -1.1796
H15 0.4972 -5.0196 2.4123
H16 -1.4913 -6.2675 1.0946
H17 -2.8183 -5.1747 0.6997
H18 -1.6597 -5.6356 -0.5449
H19 1.3692 -3.1727 4.3402
H20 3.1466 -1.9366 5.5123
H21 4.4939 -0.2504 4.3165
H22 4.0839 0.1691 1.9056
H23 2.3852 -1.1185 0.7041
H24 -1.4668 2.2789 -0.5925
H25 -0.8741 4.5012 0.2517
H26 -2.1964 5.5402 2.0687
H27 -4.0863 4.3082 3.0711
H28 -4.6446 2.0386 2.2929
I1 1.7046 2.6300 1.4929
C31 0.3423 1.3826 2.6287
H29 -0.3926 2.0877 3.0217
H30 0.9540 1.0015 3.4476

=====

We obtain E_tot values of -10929.68392, -146700.02047, -66905.46828 eV for the records listed above, in that order.